The following is a quantum chemistry calculation of 3 unconnected molecules or ions with the total composition C43H71FN6O3 at a distorted geometry, from the OMol25 dataset.

Calculated values
Orbital gap (alpha / beta): 9.0 / 9.5 eV
E_tot: -63535.459 eV
Total charge: 0
LUMO energy (alpha / beta): 0.010 / 0.005 hartree
HOMO (alpha / beta): -0.3198 / -0.3438 hartree
Molar mass: 739.08 g/mol
Multiplicity: 3

Last column: Löwdin charge in e.
Geometry (Å):
C1 -1.8466 0.8114 -5.8378  0.10
C2 -1.4881 1.5238 -4.9220  -0.11
C3 -1.1121 2.4274 -3.7939  -0.11
C4 -2.0332 2.4708 -2.5329  -0.28
C5 -1.1229 2.9965 -1.3788  -0.11
C6 -0.1561 4.1476 -1.7687  -0.17
F1 1.1344 3.6192 -1.9422  -0.07
C7 -2.9988 3.6803 -2.8172  -0.43
O1 -3.0774 4.7641 -2.2939  0.11
N1 -3.8103 3.1364 -3.8217  0.12
C8 -4.1898 1.7761 -3.2800  -0.19
C9 -5.7061 1.9448 -2.9294  -0.12
C10 -6.5517 1.5449 -4.1750  -0.16
C11 -6.4576 2.1099 -5.3815  -0.01
C12 -3.1242 1.3568 -2.2310  -0.24
C13 -3.4302 1.4430 -0.7032  -0.13
C14 -4.6468 0.7042 -0.0868  -0.17
C15 -4.8998 -0.7981 -0.3766  -0.17
C16 -6.1288 -1.0635 -1.3111  -0.22
N2 -6.3320 -2.5196 -1.5772  0.04
C17 -6.7120 -2.6369 -2.9450  -0.55
N3 -7.7254 -2.0056 -3.3882  0.11
N4 -5.9385 -3.4320 -3.8531  0.12
C18 -2.3788 -0.0413 -2.3694  -0.09
C19 -3.0490 -1.0836 -3.3002  -0.12
C20 -2.0287 -2.2356 -3.4783  -0.21
C21 -0.7869 -2.0570 -4.0961  -0.06
C22 0.1719 -3.0519 -4.2363  -0.08
C23 -0.1039 -4.3254 -3.7339  -0.09
C24 -1.3463 -4.5404 -3.1516  -0.09
C25 -2.3054 -3.5332 -3.0161  -0.05
H1 -2.0938 -0.0349 -6.4556  0.05
H2 -0.1072 2.0899 -3.4774  0.13
H3 -1.0666 3.4404 -4.2251  0.13
H4 -0.5044 2.1479 -1.0267  0.13
H5 -1.6837 3.3923 -0.5185  0.11
H6 -0.4941 4.7557 -2.6172  0.11
H7 -0.0825 4.8381 -0.9092  0.12
H8 -4.5738 3.6974 -4.1739  0.12
H9 -4.2147 1.1881 -4.2130  0.11
H10 -6.0056 2.9844 -2.6903  0.13
H11 -6.0996 1.3242 -2.1201  0.06
H12 -7.3156 0.7628 -4.0427  0.09
H13 -6.1162 3.1350 -5.5651  0.06
H14 -6.7529 1.5026 -6.2473  0.06
H15 -3.5998 2.5192 -0.4768  0.12
H16 -2.5453 1.1855 -0.0978  0.12
H17 -5.6069 1.2370 -0.2133  0.10
H18 -4.4860 0.7759 1.0081  0.11
H19 -5.1880 -1.2823 0.5803  0.12
H20 -4.0650 -1.4009 -0.7614  0.09
H21 -7.0254 -0.5662 -0.9200  0.12
H22 -5.8334 -0.6273 -2.2834  0.08
H23 -5.4621 -3.0327 -1.4595  0.09
H24 -7.8238 -2.1852 -4.3870  0.05
H25 -5.8606 -2.9507 -4.7431  0.09
H26 -4.9920 -3.5407 -3.4978  0.03
H27 -1.3496 0.0741 -2.7561  0.11
H28 -2.2285 -0.4905 -1.3743  0.12
H29 -3.2684 -0.7167 -4.3116  0.09
H30 -3.9452 -1.5607 -2.8782  0.07
H31 -0.5693 -1.0562 -4.4896  0.09
H32 1.1064 -2.7675 -4.7292  0.11
H33 0.6662 -5.0951 -3.8184  0.10
H34 -1.5542 -5.5534 -2.7900  0.11
H35 -3.2564 -3.7963 -2.5421  0.09
C26 5.4414 2.8445 3.0395  -0.03
C27 3.9095 2.6852 3.2516  -0.48
C28 3.2969 1.8750 2.1016  -0.14
C29 3.1759 2.6535 0.7959  -0.17
C30 2.4393 3.9683 1.0266  -0.14
C31 3.0652 4.8133 2.1414  -0.49
N5 3.2843 4.0327 3.3974  -0.07
O2 2.1281 3.8851 3.9874  -0.01
C32 4.3980 5.3994 1.6313  -0.04
C33 2.1846 6.0437 2.3846  -0.04
C34 3.7809 1.8470 4.5279  -0.05
H36 6.0137 2.2336 3.7389  0.08
H37 5.7577 2.5561 2.0353  0.08
H38 5.7799 3.8641 3.2206  0.07
H39 2.2968 1.5318 2.3894  0.13
H40 3.8885 0.9712 1.9313  0.12
H41 4.1639 2.8357 0.3647  0.11
H42 2.6283 2.0538 0.0655  0.11
H43 2.4185 4.5364 0.0944  0.11
H44 1.3937 3.7461 1.2690  0.12
H45 4.9128 5.9442 2.4258  0.09
H46 4.2181 6.1054 0.8196  0.09
H47 5.0799 4.6494 1.2346  0.06
H48 1.1571 5.7794 2.6321  0.08
H49 2.1430 6.6594 1.4847  0.09
H50 2.5879 6.6613 3.1897  0.09
H51 4.1708 2.3797 5.3983  0.09
H52 4.3463 0.9186 4.4286  0.07
H53 2.7503 1.5596 4.7390  0.08
C35 5.5044 -3.7653 2.3340  -0.03
C36 3.9999 -3.7970 2.7249  -0.48
C37 3.5877 -2.4611 3.3572  -0.14
C38 4.0963 -2.2719 4.7820  -0.18
C39 3.7045 -3.4618 5.6522  -0.13
C40 4.1498 -4.8028 5.0585  -0.49
N6 3.7444 -4.9585 3.6280  -0.07
O3 2.4663 -5.2265 3.5980  -0.01
C41 5.6811 -4.9259 5.2013  -0.04
C42 3.5989 -5.9373 5.9291  -0.04
C43 3.2561 -3.9270 1.3904  -0.05
H54 5.6419 -3.7061 1.2537  0.08
H55 6.0324 -2.9136 2.7672  0.08
H56 6.0277 -4.6736 2.6308  0.07
H57 2.4949 -2.3847 3.3719  0.13
H58 3.9386 -1.6339 2.7339  0.11
H59 5.1811 -2.1324 4.7860  0.10
H60 3.6674 -1.3586 5.2008  0.10
H61 4.1311 -3.3364 6.6502  0.13
H62 2.6176 -3.4554 5.7858  0.13
H63 6.0450 -5.8350 4.7177  0.09
H64 5.9624 -4.9849 6.2535  0.09
H65 6.2263 -4.0785 4.7892  0.06
H66 2.5147 -5.8994 6.0271  0.08
H67 4.0083 -5.8692 6.9381  0.09
H68 3.8772 -6.9123 5.5241  0.09
H69 3.4805 -4.8770 0.9000  0.09
H70 3.5563 -3.1242 0.7152  0.09
H71 2.1748 -3.8492 1.5049  0.08

The following is a quantum chemistry calculation of a molecular structure, C43H73Br2Mn2N7O21 at a distorted geometry, from the OMol25 dataset.

Calculated values
Orbital gap (alpha / beta): 4.6 / 4.1 eV
E_tot: -301926.072 eV
Total charge: 0
LUMO energy (alpha / beta): -0.097 / -0.114 hartree
HOMO (alpha / beta): -0.2657 / -0.2638 hartree
Molar mass: 1293.77 g/mol
Multiplicity: 11

Last column: Löwdin charge in e.
Geometry (Å):
Mn1 5.2166 0.1736 -2.0134  1.10
Mn2 5.2681 1.6156 1.3751  1.10
C1 4.7211 5.3613 -0.6227  0.03
C2 4.2796 6.0843 -1.7431  -0.36
C3 3.8702 5.3836 -3.0156  -0.35
O1 3.0377 5.8884 -3.7616  0.09
C4 4.1527 4.0021 -3.1315  0.02
C5 4.7633 3.3082 -2.1008  -0.30
C6 4.9160 3.9915 -0.6977  -0.31
O2 5.2650 3.2585 0.2848  -0.18
O3 5.2022 2.1138 -2.2860  -0.20
O4 4.1408 7.3033 -1.6235  0.08
H1 4.8809 5.8645 0.3185  0.13
H2 3.7231 3.3501 -3.8816  0.11
C7 0.9594 1.2452 1.2500  0.01
C8 -0.1624 0.5007 0.8159  -0.38
C9 -0.0844 -0.3612 -0.4132  -0.33
O5 -1.0935 -0.8562 -0.9587  0.00
C10 1.1235 -0.4481 -1.1224  0.02
C11 2.2514 0.2487 -0.6878  -0.30
C12 2.1925 1.0424 0.6244  -0.31
O6 3.2733 1.4773 1.1331  -0.14
O7 3.3352 0.2108 -1.3430  -0.16
O8 -1.1769 0.4393 1.5213  0.06
H3 0.9371 1.7545 2.2018  0.12
H4 1.2181 -0.9495 -2.0713  0.09
C13 -1.5600 -7.5888 -5.7877  -0.07
C14 -0.6055 -6.4148 -5.8402  -0.21
O9 -1.0512 -5.4171 -4.9118  0.05
C15 -0.1416 -4.6241 -4.3768  -0.61
O10 1.0593 -4.7138 -4.5006  0.11
O11 -0.7715 -3.7278 -3.6206  -0.02
C16 0.0801 -2.7368 -3.0140  -0.05
H5 -2.5949 -7.2700 -5.9338  0.08
H6 -1.5884 -7.9855 -4.7690  0.08
H7 -1.3288 -8.4069 -6.4637  0.08
H8 -0.5574 -5.9460 -6.8224  0.13
H9 0.3860 -6.7714 -5.5655  0.12
H10 0.5742 -3.2554 -2.1960  0.12
H11 -0.4984 -1.8887 -2.6557  0.05
H12 0.7693 -2.3793 -3.7799  0.09
C17 -8.1223 -3.5215 1.4024  -0.06
C18 -7.8631 -2.9794 0.0035  -0.20
O12 -6.7014 -3.5394 -0.6162  0.04
C19 -5.6935 -2.7269 -0.8860  -0.62
O13 -5.6291 -1.5579 -0.6130  0.13
O14 -4.7532 -3.3814 -1.5614  0.00
C20 -3.6436 -2.6783 -2.0785  -0.03
H13 -8.2470 -4.6054 1.4242  0.08
H14 -9.0357 -3.0558 1.7693  0.08
H15 -7.2872 -3.2901 2.0640  0.06
H16 -7.6986 -1.9084 0.1061  0.12
H17 -8.7117 -3.2107 -0.6350  0.12
H18 -2.9453 -2.4417 -1.2709  0.07
H19 -3.9226 -1.7800 -2.6266  0.10
H20 -3.0993 -3.3768 -2.7118  0.09
C21 -1.5275 5.0266 -2.0160  -0.37
O15 -0.8339 5.7407 -2.7058  0.04
N1 -1.1440 3.8188 -1.5435  -0.23
C22 -2.1015 2.8875 -0.9730  -0.05
C23 0.2056 3.2718 -1.6830  -0.02
H21 -2.5570 5.3019 -1.7354  0.14
H22 -2.0935 1.9197 -1.4705  0.07
H23 -3.1184 3.2665 -0.8686  0.10
H24 -1.8125 2.7496 0.0772  0.08
H25 0.7710 3.3549 -0.7535  0.07
H26 0.1823 2.2126 -1.9521  0.07
H27 0.7175 3.7623 -2.5110  0.10
C24 1.1892 6.8430 0.0895  -0.34
O16 1.4807 7.9505 -0.2883  0.04
N2 -0.0107 6.4105 0.5492  -0.17
C25 -0.2137 5.0236 0.9148  -0.07
C26 -1.1308 7.3130 0.7248  -0.04
H28 1.8490 5.9610 -0.0426  0.13
H29 0.7388 4.5075 1.0586  0.08
H30 -0.6446 4.5027 0.0523  0.03
H31 -0.8130 4.7924 1.7932  0.10
H32 -1.5847 7.3526 1.7181  0.08
H33 -0.8627 8.3242 0.4338  0.09
H34 -1.9397 6.9535 0.0788  0.08
C27 1.2424 -0.1827 4.3695  -0.32
O17 1.3407 0.5993 5.2979  0.01
N3 2.0816 -1.1947 4.0638  -0.16
C28 1.9790 -1.9546 2.8519  -0.05
C29 3.2024 -1.4457 4.9362  -0.05
H35 0.4560 -0.0123 3.6149  0.12
H36 2.8948 -1.9005 2.2532  0.09
H37 1.1019 -1.6940 2.2650  0.08
H38 1.9073 -3.0237 3.0911  0.09
H39 3.2157 -2.5314 5.0957  0.10
H40 4.1855 -1.1609 4.5491  0.08
H41 3.1393 -1.0567 5.9484  0.08
C30 4.3201 2.0623 4.4833  -0.26
O18 4.8684 2.1866 3.3821  -0.07
N4 4.8340 1.4288 5.5235  -0.15
C31 4.0931 1.5387 6.7777  -0.05
C32 6.1599 0.8362 5.6012  -0.02
H42 3.2946 2.3760 4.6994  0.15
H43 4.1273 0.6384 7.3938  0.09
H44 3.0298 1.6927 6.5978  0.08
H45 4.4575 2.3257 7.4421  0.10
H46 6.9512 1.5748 5.7203  0.10
H47 6.2187 0.1300 6.4247  0.09
H48 6.2876 0.2654 4.6797  0.08
C33 4.3014 -1.7738 -4.4535  -0.25
O19 4.5899 -1.3136 -3.3396  -0.10
N5 3.3979 -1.2100 -5.2437  -0.14
C34 3.0538 -1.8628 -6.5032  -0.04
C35 2.6865 0.0194 -4.9396  -0.02
H49 4.7401 -2.6643 -4.9098  0.15
H50 3.5537 -2.7972 -6.7485  0.10
H51 3.2551 -1.2290 -7.3708  0.10
H52 1.9794 -2.0253 -6.4329  0.04
H53 1.6301 -0.0470 -5.2421  0.00
H54 2.7570 0.3072 -3.8920  0.08
H55 3.0858 0.8441 -5.5381  0.11
C36 -4.2377 -3.0631 2.2214  -0.35
O20 -4.2391 -1.8524 2.2027  0.03
N6 -3.1749 -3.8150 1.8671  -0.18
C37 -3.1848 -5.2530 1.8688  -0.07
C38 -1.9627 -3.1976 1.3570  -0.04
H56 -5.0401 -3.6667 2.6732  0.13
H57 -4.2006 -5.6224 2.0512  0.09
H58 -2.5438 -5.7154 2.6199  0.09
H59 -3.0270 -5.6480 0.8613  0.09
H60 -1.2345 -3.2807 2.1767  0.09
H61 -1.4625 -3.7396 0.5501  0.09
H62 -2.1114 -2.1668 1.0432  0.07
C39 -2.1389 -0.4117 7.2270  -0.36
O21 -1.1043 -1.0408 7.1500  0.00
N7 -2.7989 0.1645 6.1980  -0.19
C40 -2.5084 -0.2526 4.8280  -0.03
C41 -4.0294 0.8926 6.4224  -0.07
H63 -2.6401 -0.2520 8.1971  0.13
H64 -1.9006 -1.1575 4.7804  0.08
H65 -1.8620 0.4959 4.3653  0.08
H66 -3.4187 -0.4425 4.2650  0.08
H67 -4.8615 0.2209 6.6599  0.09
H68 -3.8924 1.5298 7.2989  0.08
H69 -4.3066 1.5250 5.5848  0.09
Br1 -0.4594 -0.4760 -6.5985  0.71
C42 -1.6731 -0.6481 -5.0834  -0.66
C43 -1.5111 0.4591 -4.0661  -0.70
Br2 -1.9486 2.2115 -4.7953  0.68
H70 -1.4313 -1.6225 -4.6613  0.02
H71 -2.7225 -0.7552 -5.3573  0.07
H72 -0.4721 0.4409 -3.7293  0.04
H73 -2.0944 0.3242 -3.1567  0.05